Here is an isolated molecule of C7H13IO2SSi from the OMol25 dataset. Energies are from wB97M-V/def2-TZVPD.

The value obtained for the LUMO energy (spin up / spin down) is -0.996 / -1.599 eV. For the max |F|, the calculation gives 6.8 eV Å⁻¹. The calculation puts the HOMO energy (spin up / spin down) at -9.26 / -8.86 eV. The calculation puts the HOMO-LUMO gap (spin up / spin down) at 8.27 / 7.26 eV. Its relative energy (zero: lowest compared OMol25 entry of this formula, charge and spin) is 379.85 kJ/mol. As for the SMILES: C[Si](C)(C)C1=C(I)CCS1(=O)=O. The calculation puts the total energy at -38372.9957 eV.

Last column: Löwdin charge in e.
Positions of all 25 atoms, in Å:
C 0.4294 1.7257 -1.8669  -0.18
Si 0.7281 1.1954 0.0311  0.46
C 2.5480 0.9891 0.1995  -0.16
C -0.1702 2.5169 1.1554  -0.22
C -0.1976 -0.2953 0.4754  -0.26
C -2.0181 -0.6471 0.1713  -0.60
I -3.3743 0.9161 0.4133  0.93
C -2.1598 -2.1815 0.3525  -0.26
C -0.7677 -2.8950 0.2962  -0.20
S 0.5817 -1.7148 -0.1041  0.53
O 1.7643 -2.1957 0.5547  -0.31
O 0.7621 -1.4905 -1.4944  -0.30
H -0.0668 0.7653 -2.1530  0.00
H -0.2230 2.5711 -2.2156  0.03
H 1.3825 1.7419 -2.5282  0.05
H 2.9553 0.5407 -0.8066  0.10
H 3.1368 1.6617 0.6532  -0.01
H 2.4618 0.1026 0.8204  0.00
H -1.1299 2.8773 0.7431  -0.03
H -0.3834 2.0295 2.0779  -0.01
H 0.3799 3.5007 1.4168  0.05
H -2.6709 -2.2646 1.3394  0.12
H -2.7586 -2.4794 -0.4360  0.08
H -0.3724 -3.2496 1.2712  0.11
H -0.8375 -3.7205 -0.3665  0.09

Here is a cluster of 4 separate species, C4H15NO3 in total from the OMol25 dataset. Energies are from wB97M-V/def2-TZVPD.

The value obtained for the LUMO energy is 0.475 eV. For the max |F|, the calculation gives 8.0 eV Å⁻¹. The calculation puts the HOMO energy at -8.23 eV. The calculation puts the HOMO-LUMO gap at 8.70 eV. Its relative energy (zero: lowest compared OMol25 entry of this formula, charge and spin) is 243.79 kJ/mol. As for the SMILES: CC/C=C/N.O.O.O. The calculation puts the total energy at -12021.6916 eV.

Last column: Löwdin charge in e.
Positions of all 23 atoms, in Å:
C -0.0413 0.1763 -3.0026  -0.10
C -0.3924 -1.0741 -2.1657  -0.29
C 0.4218 -1.2460 -0.9893  -0.16
C 0.2882 -0.4950 0.1813  -0.17
N 1.2031 -0.5415 1.2859  0.04
H -0.9112 0.8165 -3.0506  0.06
H 0.2770 -0.0203 -3.9759  0.04
H 0.4984 0.9151 -2.4663  0.05
H -1.4507 -0.8671 -1.8454  0.10
H -0.5448 -1.9084 -2.9655  0.14
H 1.0914 -2.0684 -1.0042  0.08
H -0.4315 0.3897 0.1543  0.11
H 0.8044 -0.2867 2.1315  0.04
H 1.9203 -1.2935 1.3478  0.11
O -3.0143 -2.1712 0.5943  0.04
H -2.9999 -1.4628 -0.0188  0.02
H -2.2794 -2.5875 0.4540  -0.07
O -0.6632 2.0663 1.3399  -0.10
H 0.2513 2.0291 0.8885  0.05
H -0.6063 2.8241 1.9309  0.04
O 2.4638 2.4841 1.9781  -0.07
H 2.1464 1.8631 1.2857  0.01
H 1.8644 2.2470 2.6925  0.02

Here is a cluster of 10 separate species, C34H96N8O10 in total from the OMol25 dataset. Energies are from wB97M-V/def2-TZVPD.

The value obtained for the LUMO energy is 0.411 eV. For the max |F|, the calculation gives 2.7 eV Å⁻¹. The calculation puts the HOMO energy at -9.12 eV. The calculation puts the HOMO-LUMO gap at 9.53 eV. Its relative energy (zero: lowest compared OMol25 entry of this formula, charge and spin) is 353.98 kJ/mol. As for the SMILES: COC[C@H](C)N.COC[C@H](C)N.COC[C@H](C)N.COC[C@H](C)N.COC[C@H](C)N.COC[C@H](C)N.COC[C@H](C)N.COC[C@H](C)N.CO.CO. The calculation puts the total energy at -69202.3715 eV.

Last column: Löwdin charge in e.
Positions of all 148 atoms, in Å:
C 5.7810 -2.9746 -2.8801  -0.14
O 6.0162 -2.6804 -1.5551  -0.18
C 5.0810 -3.2096 -0.5907  -0.16
C 3.7694 -2.3938 -0.5671  -0.47
C 3.9098 -0.8620 -0.3518  -0.04
N 2.8199 -2.9256 0.3699  0.04
H 6.6842 -2.8568 -3.4788  0.09
H 5.1101 -2.2375 -3.3213  0.08
H 5.3134 -3.9462 -3.0390  0.09
H 4.9027 -4.2814 -0.6777  0.12
H 5.4611 -3.0307 0.4151  0.12
H 3.3796 -2.4717 -1.5821  0.12
H 4.4155 -0.4700 -1.2343  0.07
H 4.6618 -0.6359 0.4041  0.08
H 2.9313 -0.4333 -0.1352  0.07
H 3.2788 -2.6275 1.2188  0.06
H 2.0361 -2.2890 0.3507  0.06
C -0.9958 5.8997 -2.8637  -0.10
O -1.0778 5.9040 -1.4540  -0.19
C -0.6373 7.1393 -0.9141  -0.21
C -0.8629 7.1086 0.6037  -0.43
C -2.3255 6.9943 1.0189  -0.07
N -0.3857 8.3779 1.1979  0.02
H -1.7311 6.6142 -3.2337  0.09
H -1.0471 4.8978 -3.2899  0.09
H 0.0198 6.2189 -3.0979  0.08
H 0.4043 7.4499 -0.9967  0.13
H -1.3340 7.8869 -1.2934  0.13
H -0.3058 6.2804 1.0415  0.13
H -2.5582 7.1430 2.0733  0.07
H -2.7256 6.0400 0.6765  0.07
H -2.9249 7.6935 0.4360  0.08
H -0.3676 8.2615 2.2010  0.06
H 0.5928 8.5973 1.0776  0.06
C -6.2950 1.3260 8.9794  -0.15
O -5.8103 2.3123 8.1399  -0.16
C -6.7454 2.6684 7.1332  -0.20
C -7.0613 1.5238 6.2009  -0.45
C -5.8092 0.9792 5.4740  -0.06
N -7.9808 1.7814 5.1041  0.02
H -5.5697 1.0961 9.7599  0.09
H -6.2973 0.3606 8.4734  0.08
H -7.2691 1.4856 9.4418  0.10
H -7.6797 3.0804 7.5145  0.12
H -6.2959 3.5010 6.5921  0.13
H -7.4774 0.6868 6.7615  0.12
H -6.0914 0.1074 4.8837  0.07
H -5.0909 0.5483 6.1714  0.07
H -5.2436 1.6994 4.8827  0.08
H -8.8359 2.1002 5.5368  0.07
H -8.2473 0.9125 4.6636  0.07
C 2.3227 -6.5869 -3.9436  -0.12
O 3.0026 -6.9883 -5.0932  -0.20
C 3.1241 -8.3941 -5.2296  -0.21
C 4.4270 -8.8957 -4.6368  -0.46
C 5.6408 -8.2730 -5.3716  -0.04
N 4.4584 -10.3305 -4.6273  0.03
H 2.3315 -5.4972 -3.9693  0.09
H 2.8332 -6.9239 -3.0414  0.08
H 1.3050 -6.9771 -3.9290  0.09
H 2.2003 -8.7824 -4.8007  0.12
H 2.9922 -8.6045 -6.2910  0.13
H 4.3624 -8.6225 -3.5836  0.13
H 5.5825 -7.1881 -5.4586  0.07
H 5.6610 -8.7438 -6.3545  0.08
H 6.5069 -8.5188 -4.7571  0.07
H 4.3920 -10.7172 -5.5580  0.07
H 5.3402 -10.6341 -4.2396  0.07
C -9.6116 1.5403 -5.5005  -0.12
O -8.5248 0.8874 -6.1284  -0.20
C -7.2355 1.4773 -5.8767  -0.17
C -5.9894 0.7394 -6.5278  -0.43
C -5.9088 -0.6937 -5.9542  -0.06
N -4.7827 1.5018 -6.3540  0.02
H -9.6261 2.6042 -5.7374  0.08
H -9.6374 1.4766 -4.4127  0.07
H -10.5518 1.1027 -5.8360  0.09
H -7.3030 2.4785 -6.3024  0.11
H -7.0482 1.5940 -4.8093  0.12
H -6.0596 0.7482 -7.6155  0.13
H -5.5385 -0.6307 -4.9309  0.07
H -5.0718 -1.2388 -6.3907  0.07
H -6.8701 -1.2076 -5.9550  0.07
H -4.5548 1.5840 -5.3735  0.06
H -3.9749 1.0523 -6.7608  0.07
C 6.4582 -6.5340 3.7772  -0.10
O 6.0343 -5.3248 4.3982  -0.18
C 4.6407 -5.2906 4.5699  -0.23
C 4.1764 -4.0274 5.2893  -0.44
C 2.7149 -4.1646 5.8750  -0.05
N 4.2090 -2.8546 4.4503  0.03
H 7.5282 -6.5336 3.5692  0.09
H 5.8797 -6.6781 2.8647  0.08
H 6.1978 -7.3884 4.4019  0.08
H 4.1215 -5.2253 3.6138  0.13
H 4.2422 -6.1908 5.0379  0.12
H 4.8695 -3.7325 6.0772  0.13
H 2.4478 -3.2488 6.4023  0.07
H 2.6566 -4.9480 6.6305  0.07
H 2.0319 -4.4245 5.0662  0.08
H 4.0172 -2.0919 5.0841  0.06
H 5.1760 -2.6795 4.2173  0.07
C -1.1185 -0.2990 2.0499  -0.10
O -1.2382 -0.4040 0.6251  -0.19
C -2.1601 0.5519 0.1511  -0.22
C -2.2925 0.3701 -1.3859  -0.39
C -0.9433 0.3437 -2.2041  -0.04
N -3.1053 1.4666 -1.9304  0.02
H -0.3821 0.4394 2.3670  0.08
H -0.7327 -1.2556 2.4022  0.08
H -2.0778 -0.0977 2.5267  0.08
H -3.1193 0.4335 0.6551  0.12
H -1.7978 1.5519 0.3894  0.12
H -2.8846 -0.5284 -1.5596  0.13
H -1.2183 0.3021 -3.2580  0.06
H -0.3304 -0.5304 -1.9841  0.06
H -0.4013 1.2746 -2.0378  0.07
H -2.6992 2.3681 -1.7243  0.06
H -3.9663 1.5509 -1.4092  0.06
C 4.8340 3.1706 -3.7928  -0.09
O 5.4228 3.6812 -2.5928  -0.17
C 5.2387 5.0372 -2.5196  -0.27
C 5.7644 5.4829 -1.1743  -0.46
C 4.9291 5.0169 -0.0086  -0.06
N 5.7158 6.9452 -1.1218  0.03
H 5.1234 2.1279 -3.9239  0.09
H 4.9934 3.8137 -4.6583  0.08
H 3.7445 3.1482 -3.7711  0.08
H 5.8911 5.5091 -3.2543  0.13
H 4.2155 5.3900 -2.6495  0.13
H 6.7977 5.1412 -1.1126  0.14
H 5.2099 5.4574 0.9480  0.07
H 5.0219 3.9312 -0.0367  0.08
H 3.8948 5.3521 -0.0854  0.08
H 6.3774 7.3674 -1.7575  0.07
H 6.1144 7.0040 -0.1957  0.06
C -8.3941 0.7441 -0.5165  -0.16
O -7.3008 1.2777 0.2284  -0.13
H -8.5280 -0.2899 -0.1985  0.07
H -9.2902 1.3557 -0.4107  0.08
H -8.1441 0.7006 -1.5765  0.07
H -7.6685 1.6006 1.0544  0.07
C 3.7940 0.8306 8.1455  -0.15
O 3.3504 1.1509 6.8249  -0.14
H 4.8003 0.4181 8.0726  0.08
H 3.7966 1.7448 8.7391  0.07
H 3.0382 0.2053 8.6207  0.07
H 2.6401 1.7966 6.8352  0.07